ORCA calculation (ωB97M-V/def2-TZVPD) on a cluster of 3 separate species, C4H10O in total.

Each line ends with the Löwdin charge.
Cartesian coordinates (Å):
H1 -0.228 -2.403 1.322  0.044
H2 0.292 -1.962 1.622  0.043
C1 1.418 1.594 -0.072  -0.063
C2 1.168 0.214 0.450  -0.374
O1 0.587 0.035 1.494  -0.045
H3 1.287 1.694 -1.153  0.075
H4 0.775 2.289 0.472  0.086
H5 2.466 1.804 0.172  0.085
H6 1.620 -0.626 -0.123  0.120
C3 -1.350 -1.186 -1.203  -0.079
C4 -1.397 0.133 -1.017  -0.095
H7 -0.968 -1.681 -2.095  0.052
H8 -1.746 -1.856 -0.443  0.038
H9 -1.290 0.886 -1.798  0.057
H10 -1.588 0.528 -0.022  0.056

For the frontier orbital gap, the calculation gives 10.9459 eV. The value obtained for the max |F| is 0.642 eV/Å. The value obtained for the LUMO energy is 1.1 eV. Its structure (SMILES) is [H][H].CC=O.C=C. The net charge is 0. For the energy above the lowest of the compared OMol25 structures with the same formula, charge and spin, the calculation gives 2.721 eV. The value obtained for the energy is -6355.082 eV.